Entry 1:
ORCA calculation (the ωB97M-V functional and the def2-TZVPD basis) on a structure of composition C22H29AsMnN3O15P3S.

```
! RIJCOSX wB97M-V def2-TZVPD def2/J DEFGRID3
* xyz 0 4
Mn 1.82481 0.30851 1.15803
O 5.31911 -0.15988 3.54793
P 4.47978 -0.88621 2.42731
O 5.30207 -1.68245 1.52683
O 3.56426 0.21928 1.80773
O 3.42970 -1.83516 3.24846
P 2.05407 -1.23421 3.78192
O 2.67833 0.08343 4.46157
O 1.26996 -2.05290 4.69764
O 1.25090 -0.84852 2.48890
H 4.74692 0.34868 4.14101
H 2.03703 0.66759 4.87091
O 0.00223 3.27089 0.41850
As -0.47824 1.85759 -0.49670
O -2.08967 1.69725 -0.53860
O 0.17931 0.47342 0.33654
C 0.25444 2.47947 -2.16225
C -0.64289 3.21283 -2.91922
C -0.16997 3.98961 -3.97375
C 1.18529 4.04780 -4.24751
C 2.08570 3.29941 -3.49443
C 1.60955 2.51892 -2.46133
S 2.67301 1.34827 -1.68463
O 2.14017 0.07584 -2.09883
O 4.03241 1.64991 -2.00638
O 2.43969 1.56063 -0.17530
H 0.74902 3.06004 1.00698
H -1.69791 3.18337 -2.67779
H -0.86900 4.55926 -4.57147
H 1.54864 4.66557 -5.05772
H 3.14479 3.29810 -3.71349
C -0.13448 1.22146 5.04024
P -0.25436 1.82029 3.34085
C -0.80568 3.51806 3.54893
C -1.62098 0.89684 2.64732
O 1.08928 1.75565 2.58669
H -1.07210 1.45751 5.54386
H 0.66019 1.74326 5.58011
H -0.00687 0.13743 5.08699
H -1.60943 3.53745 4.28618
H -1.16075 3.91325 2.60309
H 0.02195 4.13258 3.90480
H -2.43520 0.93409 3.37437
H -1.32228 -0.13794 2.48837
H -1.96278 1.33099 1.70662
C -6.52025 -0.84287 -2.95152
C -5.15212 -1.35449 -2.58958
C -4.27834 -0.59789 -1.82026
C -3.02982 -1.08724 -1.46494
C -2.62829 -2.33935 -1.90105
N -1.31544 -2.77754 -1.56044
C -0.99183 -4.06490 -1.25793
O -1.75879 -5.00356 -1.26554
N 0.34307 -4.27707 -0.89055
C 1.37560 -3.34412 -0.77469
C 2.61910 -3.56456 -1.37474
C 3.62604 -2.64115 -1.22253
C 3.38316 -1.48769 -0.49799
N 2.20549 -1.30553 0.09427
C 1.21678 -2.20270 -0.01326
C -3.47893 -3.10643 -2.68931
C -4.73007 -2.61281 -3.01548
H -6.63805 0.20128 -2.66398
H -7.29931 -1.41888 -2.44824
H -6.69911 -0.92130 -4.02497
H -4.56985 0.38949 -1.48261
H -2.36633 -0.47837 -0.86243
H -0.58307 -2.08933 -1.62610
H 0.58814 -5.25340 -0.92978
H 2.77415 -4.46226 -1.96009
H 4.59828 -2.77949 -1.67024
H 4.12721 -0.71600 -0.39125
H 0.30351 -1.99718 0.52487
H -3.16795 -4.08368 -3.02571
H -5.39300 -3.21818 -3.62313
*
```

**HOMO level (alpha / beta)**: -8.380 / -8.380 eV
**Energy above the lowest of the compared OMol25 structures with the same formula, charge and spin**: 25.39 kcal/mol
**Kohn-Sham gap (alpha / beta)**: 5.41 / 6.45 eV

***

Entry 2:
ORCA calculation (the ωB97M-V functional and the def2-TZVPD basis) on a cluster of 2 separate species, C4H12S in total in a non-equilibrium geometry.

```
! RIJCOSX wB97M-V def2-TZVPD def2/J DEFGRID3
* xyz -1 2
C -1.44576 -2.91347 1.49830
C -0.01415 -2.73524 1.03215
H -2.00653 -2.09307 0.99536
H -2.03437 -3.81654 1.31563
H -1.55061 -2.77853 2.53842
H 0.69656 -2.62898 1.85096
H 0.11561 -1.81162 0.46943
H 0.28539 -3.48126 0.31930
C 0.43473 0.72636 -0.39516
C 0.39445 1.37818 0.97459
S 0.38563 1.98861 -1.67094
H 1.29155 0.14480 -0.56293
H -0.46511 0.03339 -0.47727
H -0.34898 2.21469 1.27878
H 0.33815 1.33837 -2.74428
H 1.23097 1.73897 1.27750
H 0.06166 0.58716 1.81484
*
```

**HOMO level (alpha / beta)**: 1.191 / -5.226 eV
**Energy above the lowest of the compared OMol25 structures with the same formula, charge and spin**: 27.53 kcal/mol
**Kohn-Sham gap (alpha / beta)**: 2.09 / 8.66 eV

***

Entry 3:
ORCA calculation (the ωB97M-V functional and the def2-TZVPD basis) on a structure of composition C23H43ErN2OP3S in a non-equilibrium geometry.

```
! RIJCOSX wB97M-V def2-TZVPD def2/J DEFGRID3
* xyz 3 4
Er -0.45358 0.03390 -0.21973
P 1.89333 1.03391 1.29161
P -1.90501 2.05512 0.56733
P 0.77633 1.72542 -2.02129
H 0.26267 -3.98258 -0.10532
C 1.33394 -3.75891 -0.18687
C 1.79862 -2.66185 0.46954
H 1.19325 -2.17316 1.23598
C 2.38565 0.36729 2.93929
C 1.82985 2.79835 1.84612
C 3.54239 1.04552 0.49743
C -3.42516 1.71445 -0.38904
C -2.56176 2.35065 2.22866
C -1.54988 3.74403 0.03966
C 2.19923 1.04773 -2.96512
C 1.46099 3.36534 -1.58839
C -0.38378 2.31827 -3.34300
H 1.95413 -4.39651 -0.82580
H 2.73147 -2.16479 0.20868
H 2.31197 -0.72574 2.94687
H 1.72679 0.75045 3.72678
H 3.41589 0.66762 3.16429
H 1.00641 2.95754 2.55042
H 1.69919 3.48564 1.00359
H 2.77719 3.02725 2.35329
H 3.74889 0.05558 0.07086
H 4.28989 1.26903 1.27114
H 3.60901 1.78930 -0.30144
H -4.07151 2.57219 -0.16572
H -3.89695 0.78298 -0.04770
H -3.20910 1.67003 -1.47054
H -3.38591 3.05213 2.08898
H -1.79515 2.80763 2.86397
H -2.92385 1.41634 2.68197
H -2.41842 4.31026 0.38915
H -1.47444 3.79884 -1.05125
H -0.64204 4.11356 0.53407
H 2.05935 1.32067 -4.01866
H 2.26524 -0.04131 -2.86804
H 3.12764 1.50525 -2.59239
H 1.64212 3.87919 -2.53678
H 2.39899 3.27976 -1.02924
H 0.73490 3.94321 -1.00481
H 0.23358 2.54433 -4.22631
H -0.87351 3.24440 -3.00460
H -1.14720 1.57943 -3.59685
C -0.61629 -2.21632 -3.67000
C -1.71506 -1.96176 -4.51348
C -1.73741 -2.60347 -5.74560
C -0.81613 -3.59972 -6.05529
C 0.21890 -3.89312 -5.16315
C 0.32782 -3.21568 -3.95420
S -0.39664 -1.31645 -2.23290
H -1.65724 -0.90319 -1.47850
H -2.49822 -1.26592 -4.17369
H -2.49500 -2.31515 -6.45984
H -0.91448 -4.17647 -6.96742
H 0.96940 -4.64767 -5.38677
H 1.10605 -3.43052 -3.21556
N -1.35189 -3.99879 5.51918
C -1.07470 -3.69258 4.20875
O -0.82281 -4.55270 3.36508
C -1.01794 -2.23360 3.88931
C -0.91839 -1.23277 4.87394
C -0.69995 0.07639 4.46331
C -0.55842 0.33350 3.10719
N -0.71617 -0.59841 2.13608
C -0.89217 -1.88486 2.53741
H -1.52755 -4.97246 5.70710
H -1.75666 -3.31786 6.14287
H -0.97180 -1.48053 5.93635
H -0.59205 0.89252 5.17817
H -0.28739 1.34528 2.78605
H -0.87945 -2.65543 1.75480
*
```

**HOMO level (alpha / beta)**: -17.071 / -17.071 eV
**Energy above the lowest of the compared OMol25 structures with the same formula, charge and spin**: 18.56 kcal/mol
**Kohn-Sham gap (alpha / beta)**: 6.80 / 6.88 eV

***

Number 1 is which compound?
C22H29AsMnN3O15P3S